# 1
C24H62ClN4O13 | ωB97M-V/def2-TZVPD

XYZ file:
```
104
Properties=species:S:1:pos:R:3
Cl 2.045 1.232 0.877
O 2.649 2.265 0.057
O 2.482 1.335 2.249
O 0.607 1.221 0.758
O 2.503 -0.073 0.438
C -2.545 -6.804 6.636
O -1.386 -6.159 6.133
C -1.509 -5.785 4.781
C -1.231 -4.315 4.497
N -1.964 -3.473 5.430
C -1.648 -2.024 5.374
C -2.292 -1.429 4.112
O -2.177 0.001 4.204
C -1.001 0.471 3.561
H -2.332 -7.050 7.673
H -2.893 -7.627 6.013
H -3.354 -6.064 6.683
H -2.494 -6.064 4.395
H -0.778 -6.306 4.151
H -1.316 -4.079 3.438
H -0.182 -4.086 4.764
H -1.877 -3.779 6.386
H -0.554 -1.959 5.362
H -2.187 -1.661 6.245
H -3.366 -1.617 4.115
H -1.883 -1.780 3.163
H -1.028 0.437 2.468
H -0.105 -0.019 3.950
H -0.987 1.536 3.806
C -1.839 -1.588 -0.110
O -3.164 -1.442 -0.571
C -4.002 -2.345 0.114
C -5.468 -2.207 -0.231
N -5.687 -2.459 -1.664
C -7.114 -2.478 -2.006
C -7.820 -1.126 -1.957
O -7.254 -0.246 -2.921
C -7.598 1.094 -2.711
H -1.815 -1.594 0.987
H -1.273 -0.687 -0.347
H -1.282 -2.476 -0.423
H -3.866 -2.284 1.199
H -3.776 -3.379 -0.181
H -5.868 -1.229 0.066
H -5.999 -2.994 0.313
H -5.383 -1.585 -2.099
H -7.706 -3.170 -1.401
H -7.148 -2.874 -3.026
H -7.765 -0.785 -0.918
H -8.879 -1.161 -2.232
H -8.693 1.193 -2.621
H -7.279 1.725 -3.534
H -7.272 1.507 -1.750
C 3.230 8.138 -1.015
O 3.158 7.280 0.116
C 4.374 6.563 0.359
C 4.537 5.438 -0.670
N 5.730 5.695 -1.500
C 5.797 4.946 -2.739
C 4.878 5.396 -3.844
O 4.927 4.410 -4.852
C 3.975 4.619 -5.884
H 2.242 8.568 -1.163
H 3.602 7.691 -1.938
H 3.889 8.948 -0.672
H 4.216 6.170 1.361
H 5.194 7.289 0.335
H 3.688 5.337 -1.350
H 4.631 4.460 -0.191
H 6.051 6.645 -1.546
H 5.836 3.867 -2.587
H 6.835 5.156 -3.047
H 5.114 6.402 -4.216
H 3.854 5.415 -3.441
H 3.897 3.724 -6.496
H 4.330 5.482 -6.455
H 2.982 4.818 -5.467
C 3.899 -2.564 2.505
C 3.766 -3.832 3.315
O 2.392 -4.206 3.388
O 3.370 -2.894 1.178
H 4.955 -2.304 2.375
H 3.199 -1.764 2.753
H 4.161 -3.631 4.311
H 4.329 -4.644 2.848
H 2.124 -4.282 2.463
H 3.076 -2.060 0.799
C 1.182 -1.686 -3.369
C 1.547 -0.817 -4.575
C 1.566 0.690 -4.168
O 0.286 1.136 -3.754
C 0.150 1.276 -2.349
N 2.871 -1.092 -5.120
H 1.923 -1.469 -2.600
H 1.062 -2.751 -3.572
H 0.190 -1.405 -3.006
H 0.884 -0.793 -5.442
H 1.845 1.275 -5.044
H 2.320 0.876 -3.396
H 0.806 2.083 -2.009
H 0.411 0.320 -1.891
H -0.879 1.518 -2.086
H 2.816 -1.738 -5.895
H 3.532 -1.460 -4.450
```

Properties
* total charge: -1
* E: -70982.3818 eV
* molecular weight: 650.23 g mol⁻¹
* ΔE to the lowest compared entry with this formula, charge and spin: 0.0000 eV
* gap between HOMO and LUMO: 0.326 Eh
* maximum force: 0.0551 Eh/bohr

Here are the Mulliken charges for atoms 1 to 5, given in e: 1.518, -0.519, -0.717, -0.589, -0.753

=====

# 2
C24H62F6N5O11S2Ti | ωB97M-V/def2-TZVPD

XYZ file:
```
111
Properties=species:S:1:pos:R:3
Ti 1.395 -0.537 -0.831
C 5.110 -0.182 -2.983
F 4.411 0.920 -2.833
F 5.215 -0.484 -4.302
F 6.364 -0.036 -2.405
S 4.023 -1.514 -1.958
O 4.822 -2.750 -1.991
O 3.917 -0.973 -0.563
N 2.460 -1.464 -2.708
S 2.478 -2.638 -3.641
O 3.630 -2.704 -4.559
O 2.121 -3.895 -3.068
C 0.993 -2.077 -4.863
F 1.482 -2.334 -6.131
F -0.019 -2.871 -4.570
F 0.681 -0.792 -4.758
C 1.328 -2.135 2.088
C 0.208 -2.700 1.172
C -0.978 -1.685 1.012
O -0.463 -0.390 0.619
C -1.404 0.542 0.115
N 0.922 -2.870 -0.098
H 2.242 -2.720 2.195
H 1.016 -1.945 3.115
H 1.650 -1.168 1.702
H -0.033 -3.691 1.557
H -1.622 -1.555 1.882
H -1.561 -2.083 0.181
H -1.432 0.195 -0.918
H -1.027 1.565 0.111
H -2.412 0.473 0.525
H 0.449 -3.525 -0.706
H 1.815 -3.292 0.114
C 0.450 2.691 5.744
C 0.070 1.487 4.927
C -1.027 0.599 5.645
O -1.318 -0.537 4.779
C -2.317 -1.409 5.159
N -0.146 2.020 3.615
H 0.841 2.501 6.744
H -0.332 3.430 5.919
H 1.215 3.235 5.190
H 0.972 0.892 4.781
H -1.889 1.250 5.791
H -0.749 0.144 6.596
H -2.330 -1.554 6.239
H -2.163 -2.365 4.659
H -3.304 -1.107 4.809
H -0.546 2.944 3.685
H -0.735 1.363 3.122
C -4.483 -7.982 0.806
C -3.410 -6.854 0.840
C -3.108 -6.136 -0.509
O -1.874 -5.306 -0.538
C -1.639 -4.776 -1.859
N -3.918 -5.913 1.796
H -5.457 -7.752 0.374
H -4.676 -8.516 1.737
H -4.056 -8.901 0.406
H -2.401 -7.136 1.140
H -3.915 -5.512 -0.892
H -2.909 -6.812 -1.341
H -1.243 -5.541 -2.527
H -0.815 -4.070 -1.753
H -2.394 -4.111 -2.277
H -4.270 -6.428 2.590
H -4.709 -5.499 1.324
C 1.559 7.376 -1.139
C 1.378 7.544 0.433
C 1.062 6.239 1.191
O -0.215 5.709 0.853
C -0.385 4.325 1.086
N 2.708 7.891 0.785
H 1.805 8.256 -1.733
H 0.736 6.848 -1.621
H 2.451 6.770 -1.299
H 0.688 8.313 0.780
H 1.144 6.423 2.262
H 1.769 5.435 0.987
H 0.451 3.753 1.488
H -0.496 3.965 0.063
H -1.254 4.183 1.728
H 2.926 8.033 1.761
H 2.977 8.751 0.327
C 3.767 2.797 1.240
C 2.841 2.372 0.168
O 2.079 1.222 0.616
H 3.387 2.540 2.229
H 3.962 3.868 1.291
H 4.746 2.329 1.338
H 3.490 2.127 -0.673
H 2.336 3.259 -0.212
H 1.672 1.458 1.453
C -3.243 -1.461 -3.808
C -4.694 -0.899 -3.546
O -5.483 -1.874 -2.944
H -2.879 -1.543 -2.784
H -2.527 -0.900 -4.409
H -3.301 -2.406 -4.347
H -5.124 -0.478 -4.455
H -4.570 -0.001 -2.941
H -6.371 -1.517 -3.013
C 1.065 3.421 -3.415
C 1.324 2.072 -3.947
O 1.182 1.063 -2.961
H 1.593 3.679 -2.497
H 0.023 3.618 -3.165
H 1.453 4.134 -4.143
H 2.348 2.072 -4.321
H 0.630 1.860 -4.761
H 1.790 0.349 -3.165
```

Properties
* total charge: 0
* E: -116947.7079 eV
* 2S+1: 4
* molecular weight: 822.77 g mol⁻¹
* gap between HOMO and LUMO (spin up / spin down): 0.167 / 0.354 Eh
* maximum force: 0.1574 Eh/bohr

Here are the Mulliken charges for atoms 1 to 5, given in e: 0.514, 0.536, -0.183, -0.191, -0.221